(1)
This record from the OMol25 dataset describes a molecular structure, C12H8O2. The level of theory is the ωB97M-V functional and the def2-TZVPD basis.

The geometry in ORCA input format:
```
! RIJCOSX wB97M-V def2-TZVPD def2/J DEFGRID3
* xyz 0 1
H -4.81682 -0.09464 0.09243
H 2.11479 2.78929 0.16490
C -1.79140 -1.62692 -0.07547
C -2.99345 1.02093 0.04296
O -0.64247 1.76071 -0.23169
C 0.62034 1.23716 -0.08827
C 1.91527 1.75517 0.12810
C 0.49105 -0.21143 -0.13380
H -3.74023 -2.55123 0.34513
C 2.92435 0.85750 0.25439
C -3.78854 -0.16103 0.16824
C -1.00206 -0.46094 -0.01046
C 2.83864 -0.55757 -0.11151
O 3.80638 -1.50568 0.03071
H 4.70404 -1.07608 0.81570
C -1.58489 0.87542 -0.02458
H 1.47831 -2.27765 -0.41172
C 1.58588 -1.13436 -0.21030
H -3.41167 2.01749 -0.06778
C -3.23380 -1.50594 0.17030
H 3.86811 1.33163 0.24647
H -1.39621 -2.70703 -0.23499
*
```

Calculated values
Energy relative to the best compared isomer or geometry (same formula, charge and spin) = 2.596 eV
Strongest force on any atom = 0.1307 hartree/bohr

=====

(2)
This record from the OMol25 dataset describes a molecular structure, C11H27CsN4O7P2S. The level of theory is the ωB97M-V functional and the def2-TZVPD basis.

The geometry in ORCA input format:
```
! RIJCOSX wB97M-V def2-TZVPD def2/J DEFGRID3
* xyz 0 1
H -3.29498 -5.22624 2.44078
P 2.68134 1.88580 0.90408
N 2.50227 0.13130 -3.61162
H -0.70328 -2.00111 -2.18315
H 2.92022 2.06255 -2.86195
C 1.20777 -0.24770 -3.70884
H -2.24670 -3.27623 3.52963
C -2.00399 -2.02007 1.01615
S -0.03465 0.76542 -4.21587
H -3.15402 -5.07985 -0.01761
O 3.45029 1.88984 -0.37880
H 2.65116 5.19565 -0.24711
H 3.57184 3.74008 -0.38360
C 1.74841 4.21459 2.35286
H -0.99451 -1.73395 -3.90287
C -4.27286 -3.34682 2.79552
H -2.62162 -0.67147 2.36054
O 0.70496 5.42082 -0.44901
H -3.25826 -1.96936 4.11084
C -0.30334 -2.16480 -3.18795
H -4.87308 -5.08326 1.68534
H -1.33529 -4.00392 1.51262
N 1.00517 -1.54897 -3.36324
H 4.03956 1.44356 -4.09386
C 2.03615 3.63117 0.97486
O 1.65904 0.84925 1.21255
C -3.03102 -2.57338 3.23602
O -0.67573 3.39297 0.47323
C -3.28209 -4.16898 0.56935
C 2.99612 1.49498 -3.78503
H 0.44611 3.39542 -2.14831
H 2.66123 4.28225 2.94807
H 1.03898 3.57479 2.87693
H 3.10962 -0.47268 -3.08379
H -4.79774 -3.70208 3.68519
H -4.94464 -2.65768 2.27459
H 1.77626 -2.02285 -2.92420
O 3.77117 1.92703 2.11842
O 1.01556 3.09234 -1.42111
C -3.95123 -4.53756 1.89509
C -1.90450 -3.50032 0.72457
H 3.82240 4.79651 0.90715
H -1.34049 -3.57925 -0.20044
H -0.21734 -3.23612 -3.37540
N -2.51429 -1.66160 2.21757
Cs -0.29754 0.94479 -0.20250
H 3.42391 1.44650 2.88405
P 0.56159 3.97441 -0.10746
H 1.29701 5.20444 2.26569
H -3.93805 -3.51068 -0.00916
N 3.13128 4.43100 0.25928
H 2.41805 1.98309 -4.56088
O -1.65624 -1.17360 0.19279
*
```

Calculated values
Energy relative to the best compared isomer or geometry (same formula, charge and spin) = 1.021 eV
Strongest force on any atom = 0.0618 hartree/bohr

=====

(3)
This record from the OMol25 dataset describes 2 unconnected molecules or ions with the total composition C2H3F2NS. The level of theory is the ωB97M-V functional and the def2-TZVPD basis.

The geometry in ORCA input format:
```
! RIJCOSX wB97M-V def2-TZVPD def2/J DEFGRID3
* xyz 0 1
F -1.77339 -0.93406 -0.79223
H 1.21629 -0.57734 -1.04560
H 1.28888 0.43366 1.59422
C -1.83464 0.28764 -0.25759
F -1.83302 0.11219 1.04772
C 0.83743 0.38363 0.64401
N 1.57609 -0.37638 -0.12761
S -1.93850 1.67761 -1.07438
H 2.46086 -1.00695 0.01147
*
```

Calculated values
Energy relative to the best compared isomer or geometry (same formula, charge and spin) = 3.167 eV
Strongest force on any atom = 0.0498 hartree/bohr

=====

> What is the energy relative to the best compared isomer or geometry (same formula, charge and spin) in the third record?

3.167 eV

=====

> The lowest energy relative to the best compared isomer or geometry (same formula, charge and spin) belongs to which entry?

C11H27CsN4O7P2S

=====

> The lowest energy relative to the best compared isomer or geometry (same formula, charge and spin) belongs to which entry?

C11H27CsN4O7P2S